1.
C55H50BGeKN8O3 | ωB97M-V/def2-TZVPD

* energy above the lowest of the compared OMol25 structures with the same formula, charge and spin: 0.000 eV
* HOMO energy: -1.39 eV
* lowest unoccupied orbital energy: 3.8 eV
* frontier orbital gap: 5.19 eV

```
! RIJCOSX wB97M-V def2-TZVPD def2/J DEFGRID3
* xyz -2 1
Ge 2.297 -1.151 -2.935
K -0.123 1.022 0.323
O -1.039 -0.832 -1.190
O -1.230 -2.234 0.834
O -3.074 -1.088 0.019
N -2.308 3.366 -1.921
N 1.274 -0.229 2.180
N 0.414 -1.086 -1.408
N -0.815 1.601 -2.218
N 1.772 2.580 1.512
N -2.292 1.928 1.853
N -2.340 2.911 -0.678
N 0.901 1.748 -3.893
C 2.255 2.007 2.554
C -2.297 -2.419 1.661
C -3.444 0.923 3.704
C 6.375 0.140 -5.112
C 1.273 -2.199 -4.237
C 0.103 0.857 -3.027
C -5.048 -4.124 5.374
C -0.954 5.203 3.537
C -2.298 1.243 2.992
C 4.487 -3.515 0.552
C -4.647 1.404 3.198
C -3.408 -1.744 1.161
C 5.628 -0.921 -5.607
C 2.077 0.623 2.897
C -4.657 2.128 2.019
C 4.675 0.536 -3.454
C -3.623 -3.989 4.834
C 5.893 0.871 -4.033
C -0.395 -3.890 -4.707
C 1.037 6.238 4.393
C 1.152 -1.758 -5.556
C -0.953 3.268 -3.952
C -0.090 4.272 -6.402
C 1.171 4.779 2.467
C 3.572 -3.497 -1.676
C -3.456 2.349 1.327
C -4.612 -1.800 1.811
C -3.055 -5.402 4.646
C 4.409 -1.251 -5.022
C 3.912 -0.535 -3.931
C 1.002 0.056 -2.078
C 0.477 -3.269 -3.822
C -3.572 -3.217 3.514
C 1.962 4.028 1.418
C -3.435 2.970 0.004
C 4.072 -2.199 0.728
C 1.357 -1.411 2.803
C 3.153 -2.178 -1.513
C 0.622 3.251 -5.789
C -4.676 -2.545 2.998
C 0.268 -2.366 -6.443
C 4.233 -4.165 -0.650
C -1.237 4.789 -5.812
C 2.199 -1.359 3.934
C -1.657 4.278 -4.587
C 3.413 -1.539 -0.300
C -2.350 -3.148 2.820
C -1.331 2.707 -2.628
C -0.505 -3.438 -6.018
C -2.779 -3.243 5.878
C -0.210 4.583 2.546
C 0.199 2.733 -4.561
C -0.333 6.034 4.466
C 1.782 5.609 3.398
C 2.663 -0.042 3.992
B -1.688 -1.366 -0.184
H -3.110 -5.958 5.587
H -5.622 -2.574 3.522
H 2.435 -2.174 4.605
H 0.823 -2.270 2.415
H -5.586 2.497 1.600
H -3.394 0.324 4.604
H 1.747 -0.917 -5.899
H -5.472 -1.262 1.433
H 2.856 2.583 3.274
H -1.201 -3.911 -6.701
H -3.123 -2.211 5.977
H -5.040 -4.759 6.264
H 3.333 0.395 4.722
H -0.448 0.132 -3.648
H -1.318 0.930 3.354
H 4.544 -5.196 -0.785
H 1.512 2.842 -6.255
H -2.537 4.662 -4.087
H -0.915 6.514 5.245
H -5.712 -4.579 4.635
H -5.462 -3.154 5.658
H 2.856 5.761 3.351
H 3.023 4.300 1.491
H -1.727 -3.213 5.586
H -2.022 5.027 3.588
H -5.576 1.197 3.718
H 1.492 0.790 -1.399
H 3.373 -4.016 -2.610
H 4.223 -1.696 1.677
H 3.057 -0.529 -0.126
H 7.330 0.392 -5.559
H 0.256 4.662 -7.353
H 3.844 -2.091 -5.413
H 1.603 1.278 -4.448
H 6.000 -1.498 -6.447
H 4.989 -4.037 1.359
H 6.472 1.698 -3.638
H 0.174 -1.994 -7.457
H -3.625 -5.947 3.888
H 0.526 -3.585 -2.787
H -2.853 -3.731 6.856
H -2.012 -5.380 4.329
H 4.315 1.111 -2.607
H 1.614 4.341 0.431
H -1.799 5.576 -6.299
H 1.531 6.877 5.117
H -1.449 -3.630 3.184
H -0.697 3.918 1.837
H -4.367 3.337 -0.428
H -1.010 -4.716 -4.368
*
```

=====

2.
C55H50CdN3P2SSi | ωB97M-V/def2-TZVPD

* energy above the lowest of the compared OMol25 structures with the same formula, charge and spin: 2.114 eV
* HOMO energy: -4.03 eV
* lowest unoccupied orbital energy: 2.3 eV
* frontier orbital gap: 6.32 eV

```
! RIJCOSX wB97M-V def2-TZVPD def2/J DEFGRID3
* xyz -1 1
Cd 1.014 0.457 0.752
S 3.260 1.581 -0.525
P -1.273 -1.391 2.034
P -1.399 1.882 -1.802
Si -1.018 1.866 1.486
N 3.908 -1.021 -0.225
N 5.586 0.260 -0.818
N -2.120 -2.168 -5.410
C 3.503 -0.349 3.128
C -2.529 -2.400 4.341
C -1.700 -1.678 -2.021
C -2.741 -3.341 5.337
C 1.128 -1.256 -1.988
C -1.633 4.689 -1.593
C -2.139 -4.589 5.261
C -1.105 -3.943 3.185
C -0.709 2.712 -4.473
C -3.894 1.625 1.240
C 4.278 0.244 -0.509
C -1.414 3.467 0.500
C -1.719 -2.690 3.241
C -4.081 2.676 -2.412
C 0.458 -1.281 -0.677
C 6.341 1.403 -1.247
C -1.517 4.698 1.162
C 1.073 2.205 -2.950
C -1.493 3.485 -0.902
C -0.295 2.315 -3.205
C 2.005 2.513 -3.927
C -3.269 0.670 -3.440
C -1.317 -4.884 4.182
C 5.838 0.337 3.329
C -0.311 -4.782 -0.846
C 5.063 -1.909 -0.136
C 0.461 -1.330 -3.150
C -2.711 0.923 1.490
C 2.110 -0.067 2.802
C -5.238 -0.335 1.577
C 0.405 -2.609 0.149
C -1.686 -4.592 -0.366
C 0.641 -3.879 -0.612
C -2.830 -0.451 1.793
C -5.540 1.362 -3.806
C -0.894 2.399 3.306
C -3.035 1.783 -2.627
C -1.116 -2.323 0.425
C 6.209 -0.914 3.818
C 3.905 -1.606 3.626
C 4.523 0.616 3.000
C 0.225 3.010 -5.458
C -4.085 -1.058 1.839
C -1.732 5.892 -0.913
C -1.617 -1.931 -4.401
C 6.175 -1.067 -0.775
C -1.093 -1.258 -0.722
C -2.062 -3.465 0.237
C 1.582 2.916 -5.188
C -0.978 -1.634 -3.147
C -5.139 1.014 1.274
C -5.324 2.465 -2.996
C -4.504 0.463 -4.031
C 5.219 -1.878 3.973
C -1.679 5.892 0.475
H 3.146 -2.369 3.768
H -2.471 -0.045 -3.608
H 6.629 1.312 -2.299
H -1.766 2.791 -4.699
H 5.729 2.293 -1.121
H -0.083 -5.681 -1.406
H -1.844 6.819 -1.461
H -1.456 4.725 2.243
H -1.570 -0.311 -0.449
H 3.061 2.420 -3.707
H 2.206 -1.140 -2.033
H 7.236 -1.122 4.094
H 1.446 -0.799 3.262
H -3.926 3.546 -1.787
H 6.425 -1.401 -1.788
H -1.670 4.683 -2.676
H -0.675 1.513 3.909
H 6.588 1.114 3.217
H -3.379 -3.096 6.178
H -6.030 1.592 1.062
H -6.127 3.170 -2.813
H -4.165 -2.109 2.094
H 7.244 1.496 -0.639
H 1.409 1.859 -1.977
H -2.401 -5.392 -0.517
H 5.289 -2.137 0.903
H -1.821 2.841 3.682
H 1.037 -2.620 1.050
H -4.657 -0.409 -4.655
H -1.751 6.825 1.022
H -0.075 3.107 3.463
H 2.307 3.146 -5.958
H -3.088 -3.343 0.567
H -3.002 -1.428 4.415
H 5.473 -2.855 4.371
H 3.117 -1.133 0.400
H 1.830 0.928 3.161
H -6.511 1.197 -4.257
H -0.114 3.316 -6.441
H 4.259 1.599 2.630
H 1.649 -4.051 -0.979
H -2.749 -1.955 -2.055
H -6.205 -0.823 1.607
H -2.305 -5.325 6.039
H 4.881 -2.835 -0.680
H -0.459 -4.193 2.352
H -0.837 -5.853 4.113
H -3.840 2.684 1.014
H 7.084 -1.060 -0.171
H 0.963 -1.231 -4.104
*
```

=====

3.
C55H51BaN6O6P4Se | ωB97M-V/def2-TZVPD

* energy above the lowest of the compared OMol25 structures with the same formula, charge and spin: 3.407 eV
* HOMO energy: -3.85 eV
* lowest unoccupied orbital energy: 1.9 eV
* frontier orbital gap: 5.71 eV

```
! RIJCOSX wB97M-V def2-TZVPD def2/J DEFGRID3
* xyz -1 1
Ba 0.208 0.500 0.963
Se -0.378 -0.013 4.033
P -1.958 -1.111 -3.575
P 2.657 -0.815 3.079
P 3.360 -2.806 0.677
P -1.631 3.540 0.071
O -0.752 -0.827 2.616
O 2.454 -2.137 -0.323
O 1.970 -0.388 1.756
O -0.859 -0.846 5.350
O -0.977 1.492 3.895
O 1.358 0.120 4.089
N -1.940 -1.030 -0.744
N -2.482 1.371 -4.659
N -3.656 -2.118 -1.614
N -0.963 1.491 -3.037
N 0.790 -1.177 -2.852
N 0.053 -2.966 -3.944
C -3.757 7.617 -0.702
C 3.375 -2.718 4.966
C 1.280 3.343 2.843
C -4.486 6.574 -0.148
C 5.377 2.185 3.334
C 1.156 -3.006 4.078
C 1.346 -4.650 0.910
C -2.101 2.683 -4.568
C 3.997 -1.800 2.039
C -0.203 5.079 3.627
C 0.475 3.040 1.714
C 6.972 -4.351 -1.768
C -0.260 -1.737 -3.413
C -2.525 -1.382 -1.873
C -3.899 1.990 -0.457
C 1.980 -4.507 5.777
C -4.580 -2.710 -2.577
C -1.822 6.182 -0.799
C -3.277 2.053 1.865
C -0.831 -3.882 -4.655
C 0.706 -5.768 1.440
C 5.591 -2.558 -0.945
C -3.770 -2.232 -0.253
C -2.540 5.123 -0.229
C 3.185 -3.813 5.802
C 4.075 0.524 5.140
C 0.968 4.330 3.771
C -1.028 4.840 2.538
C 1.819 -2.076 -3.008
C 4.838 -3.464 -0.181
C 2.564 -6.128 2.939
C 1.316 -6.505 2.448
C 2.595 -4.271 1.398
C -3.052 2.468 0.554
C -2.417 7.417 -1.027
C 2.355 -2.293 4.107
C -5.200 0.771 1.165
C 6.235 -5.257 -1.022
C -4.975 1.167 -0.155
C 3.197 -5.010 2.419
C -1.173 2.738 -3.568
C -3.878 5.341 0.088
C 5.174 -4.816 -0.234
C 4.507 1.204 2.876
C -0.686 3.843 1.606
C 4.960 1.493 5.596
C 1.384 -3.182 -3.681
C -2.712 -1.555 0.271
C 6.649 -2.997 -1.727
C -4.344 1.201 2.167
C 3.858 0.357 3.773
C 0.978 -4.107 4.905
C -3.468 0.856 -5.606
C 5.615 2.325 4.695
C -1.767 0.684 -3.697
H -0.656 3.606 -3.189
H 2.796 -1.894 -2.584
H -2.538 3.445 -5.195
H 4.661 -2.442 2.627
H -6.027 0.109 1.402
H -5.529 6.720 0.114
H 3.524 -0.079 5.852
H -1.211 -3.441 -5.574
H 0.886 -4.049 0.133
H 3.028 -6.688 3.743
H -3.708 2.279 -1.488
H 0.813 -7.370 2.865
H -0.775 6.035 -1.051
H -5.629 0.816 -0.947
H -1.837 8.226 -1.459
H -3.018 0.167 -6.317
H 5.331 -1.504 -0.939
H 6.479 -6.312 -1.055
H -1.932 5.434 2.415
H -1.676 -4.173 -4.034
H -0.272 -6.055 1.070
H 6.286 3.097 5.053
H 4.333 -2.210 4.969
H 1.877 -4.099 -3.969
H 4.602 -5.536 0.340
H -2.600 2.370 2.652
H 0.354 -2.704 3.412
H -4.491 0.875 3.192
H -4.092 -3.466 -3.190
H 1.623 4.514 4.622
H -4.277 0.344 -5.091
H 7.219 -2.286 -2.311
H 3.978 -4.118 6.474
H 5.120 1.615 6.660
H -0.465 5.843 4.354
H 5.856 2.849 2.626
H -0.264 -4.776 -4.902
H 0.037 -4.643 4.870
H 4.607 -1.048 1.533
H -5.388 -3.179 -2.021
H -3.884 1.700 -6.150
H -4.592 -2.759 0.207
H 1.826 -5.354 6.435
H -4.456 4.537 0.530
H -4.226 8.578 -0.879
H 2.194 2.772 3.019
H 7.790 -4.696 -2.388
H 4.299 1.124 1.816
H -2.455 -1.409 1.316
H 4.158 -4.705 2.823
H -5.001 -1.952 -3.234
*
```

=====

4.
C55H54GeN5O2Ru | ωB97M-V/def2-TZVPD

* HOMO energy (spin up / spin down): -5.21 / -7.24 eV
* lowest unoccupied orbital energy (spin up / spin down): 0.2 / -1.1 eV
* frontier orbital gap (spin up / spin down): 5.40 / 6.14 eV

```
! RIJCOSX wB97M-V def2-TZVPD def2/J DEFGRID3
* xyz 0 6
Ru 0.139 -1.185 -0.301
Ge 3.115 1.443 3.624
O -0.548 -0.321 1.464
O -1.759 -0.280 -1.138
N -0.563 -2.984 0.449
N -3.932 0.233 0.266
N -1.448 2.408 2.429
N 1.660 0.114 -0.695
N 0.291 -2.178 -2.092
C -2.112 -0.481 4.694
C -0.106 -4.172 -0.246
C 7.033 1.390 2.008
C -0.642 -2.219 -3.016
C 3.234 1.331 -2.074
C -3.914 -0.598 -2.019
C -2.150 -2.664 3.747
C 1.698 -0.417 5.430
C -2.366 -1.837 4.828
C 3.489 2.027 -3.235
C 1.343 -0.971 6.647
C 2.749 -0.482 1.411
C -1.924 -1.635 -3.075
C 2.439 6.163 3.614
C 7.744 0.581 2.878
C 7.124 0.070 4.005
C 5.059 1.136 3.364
C 5.789 0.347 4.243
C 1.202 1.763 -3.915
C 1.284 -3.223 -2.140
C -4.523 0.038 -0.936
C -4.238 1.341 1.129
C 2.041 0.604 2.147
C -2.861 -2.370 6.142
C -4.086 -1.649 -4.225
C -4.662 -0.991 -3.149
C -1.846 2.294 1.045
C 3.609 -1.339 -0.690
C 4.484 -2.159 -0.010
C -1.137 -3.148 1.608
C 3.069 1.186 6.548
C 3.553 5.622 4.233
C 1.695 3.955 3.049
C 2.568 0.662 5.362
C -3.348 2.554 0.812
C 3.743 4.253 4.243
C -2.747 -1.984 -4.177
C 2.485 2.229 -4.171
C -1.546 -2.182 2.554
C 5.701 1.672 2.256
C 3.592 -1.366 2.067
C 1.857 -0.446 7.820
C 2.655 -0.561 -0.003
C 4.436 -2.218 1.376
C 1.313 -3.959 -0.792
C 2.819 3.404 3.648
C 1.508 5.325 3.024
C 0.927 1.078 -2.753
C 2.718 0.638 7.769
C -1.260 -0.789 2.411
C -4.915 -2.059 -5.407
C -1.682 0.110 3.478
C -1.633 1.504 3.441
C -2.478 -0.830 -2.027
C 1.949 0.812 -1.825
H -2.950 -0.033 0.260
H 5.090 -2.883 1.917
H 1.590 -0.880 8.775
H -1.314 -4.181 1.924
H 0.416 1.926 -4.637
H 2.273 -2.803 -2.339
H -5.718 -0.763 -3.156
H -1.558 1.311 0.667
H 4.479 2.423 -3.413
H 7.681 -0.548 4.695
H 3.599 -1.360 3.149
H -4.084 1.029 2.168
H -0.110 -5.028 0.444
H -3.491 2.816 -0.238
H 0.965 3.300 2.594
H -1.469 3.364 2.758
H -2.393 -3.715 3.807
H 3.115 1.053 8.685
H -5.291 1.610 0.993
H 1.053 -3.944 -2.936
H -0.793 -4.402 -1.074
H 1.805 -4.924 -0.912
H -3.696 -1.773 6.505
H 1.135 0.222 2.618
H -0.441 -2.889 -3.859
H 0.666 -1.813 6.676
H -3.670 3.404 1.421
H -4.410 -1.815 -6.340
H -2.280 0.166 5.544
H 4.280 6.267 4.705
H 5.199 -2.752 -0.563
H 3.625 -1.291 -1.771
H 5.299 -0.059 5.119
H 0.637 5.739 2.537
H 2.703 2.758 -5.087
H 2.299 7.234 3.587
H -2.070 -2.321 6.892
H 3.742 2.035 6.515
H 1.886 -3.371 -0.065
H 5.143 2.305 1.576
H -0.070 0.722 -2.526
H -5.882 -1.562 -5.394
H 1.286 -0.837 4.523
H 4.015 1.182 -1.339
H -1.274 3.042 0.485
H 1.714 1.362 1.432
H -5.085 -3.136 -5.386
H 4.627 3.835 4.708
H -3.181 -3.405 6.052
H -1.748 1.988 4.406
H 8.781 0.349 2.680
H -5.567 0.315 -0.998
H 7.521 1.795 1.132
H -2.308 -2.544 -4.991
*
```